1.
106
Properties=species:S:1:pos:R:3:mulliken_charge:R:1 method="wB97M-V/def2-TZVPD" charge=+1 mol_weight_g_mol=938.55 e_lumo_ev=-1.9949 e_tot_ha=-4824.89248 e_homo_ev=-9.83
Cd -8.3144 -15.5151 -8.2815 2.952
C -6.5150 -11.9668 -6.1435 -1.095
C -5.5933 -11.4104 -7.2133 -0.749
S -6.1560 -11.6636 -8.8965 0.035
C -4.6061 -11.6270 -9.8126 -0.850
C -4.0035 -13.0162 -10.0088 -0.805
S -4.8168 -14.2608 -8.9707 0.212
C -3.4353 -15.4094 -8.7452 -1.243
C -3.8996 -16.7339 -8.1643 -0.496
S -5.3238 -16.5973 -7.0378 0.368
C -4.7131 -15.7072 -5.5832 -1.197
C -4.9273 -14.2172 -5.7002 -0.884
S -6.6169 -13.7720 -6.0902 0.265
H -7.5405 -11.6116 -6.3105 0.405
H -6.2065 -11.6252 -5.1529 0.478
H -4.5625 -11.7498 -7.0794 0.321
H -5.5897 -10.3128 -7.1282 0.508
H -3.8732 -10.9606 -9.3528 0.420
H -4.8936 -11.1707 -10.7698 0.397
H -2.9304 -12.9780 -9.7890 0.477
H -4.1526 -13.3372 -11.0535 0.328
H -2.6799 -14.9319 -8.1020 0.356
H -2.9775 -15.5662 -9.7279 0.617
H -3.0886 -17.2371 -7.6267 0.556
H -4.2430 -17.3793 -8.9730 -0.174
H -3.6617 -15.9471 -5.4378 0.589
H -5.3091 -16.1060 -4.7575 0.314
H -4.2739 -13.8018 -6.4771 0.156
H -4.6847 -13.7482 -4.7433 0.693
C -11.7597 -15.9012 -5.9320 -1.023
N -12.1826 -15.3063 -7.2374 0.311
C -13.1869 -14.3340 -7.4547 -0.602
C -13.2735 -14.1758 -8.8053 -0.537
N -12.3421 -15.0224 -9.4141 0.203
B -12.2126 -15.2532 -10.9285 0.286
N -10.8356 -14.7409 -11.4843 0.497
C -10.6050 -14.8700 -12.8539 -0.796
C -9.4015 -14.3126 -13.1602 -0.428
N -8.8728 -13.8188 -11.9332 0.177
C -7.5802 -13.1168 -11.7566 -0.891
C -9.7783 -14.0888 -10.9211 -0.195
S -9.5112 -13.4961 -9.3346 -0.522
C -11.6829 -15.6956 -8.4581 -1.183
S -10.4826 -16.8952 -8.6752 0.076
H -12.4588 -15.6102 -5.1570 0.375
H -10.7514 -15.5612 -5.6701 0.368
H -11.7529 -16.9932 -6.0323 0.299
H -13.6920 -13.8344 -6.6516 0.444
H -13.8615 -13.5056 -9.3916 0.536
H -13.1433 -14.7768 -11.5595 -0.155
H -12.3639 -16.4275 -11.2643 -0.112
H -11.3132 -15.3674 -13.5004 0.516
H -8.9041 -14.2092 -14.1163 0.460
H -7.1186 -12.9485 -12.7290 0.308
H -6.9347 -13.6981 -11.1016 0.226
H -7.7444 -12.1418 -11.2850 0.354
O -7.1767 -17.2364 -9.5189 -0.701
S -7.6054 -18.2512 -10.6504 0.377
C -6.0950 -19.2343 -11.0320 -1.685
C -5.5006 -20.0729 -9.9181 0.788
C -5.5374 -19.6439 -8.5787 0.862
C -4.8611 -20.3850 -7.5841 -1.041
C -4.2194 -21.5738 -7.9207 -0.733
C -4.2218 -22.0429 -9.2483 -0.675
C -4.8689 -21.2999 -10.2429 -0.594
C -8.6064 -19.5424 -9.8537 -0.054
C -9.0394 -20.4676 -10.9456 -0.528
C -9.9856 -19.9671 -11.8679 -0.485
C -10.2994 -20.7014 -13.0080 -0.728
C -9.7134 -21.9578 -13.2148 -0.553
C -8.7943 -22.4567 -12.2922 -0.716
C -8.4402 -21.7214 -11.1500 -0.138
H -5.3955 -18.4570 -11.3903 0.639
H -6.3603 -19.8740 -11.8768 0.554
H -6.0728 -18.7430 -8.3417 0.017
H -4.8784 -20.0379 -6.5586 0.518
H -3.7325 -22.1575 -7.1528 0.427
H -3.7265 -22.9706 -9.4968 0.426
H -4.8935 -21.6755 -11.2554 0.453
H -9.4834 -19.0392 -9.4264 0.331
H -8.0335 -20.0254 -9.0702 0.389
H -10.4057 -18.9761 -11.7067 0.548
H -11.0251 -20.2977 -13.6883 0.444
H -9.9451 -22.5442 -14.0887 0.410
H -8.3443 -23.4297 -12.4312 0.412
H -7.7036 -22.1046 -10.4647 0.539
C -8.8798 -14.8292 -3.6109 -0.916
N -9.0494 -16.2947 -3.6952 0.291
C -9.4125 -16.9761 -2.4357 -1.215
C -8.7499 -16.8632 -4.9183 -0.568
O -8.4926 -16.0892 -5.8763 -0.192
N -8.6701 -18.2303 -5.0938 0.485
C -9.1102 -19.3375 -4.2288 -1.001
C -8.3094 -18.7216 -6.4248 -1.134
H -9.4144 -14.4366 -2.7463 0.470
H -9.2636 -14.3565 -4.5214 0.173
H -7.8176 -14.5609 -3.5355 0.279
H -9.5202 -16.2015 -1.6777 0.326
H -8.6086 -17.6511 -2.1015 0.399
H -10.3684 -17.5218 -2.5306 0.365
H -9.3406 -19.0240 -3.2175 0.363
H -8.3152 -20.0890 -4.1850 0.264
H -9.9932 -19.8132 -4.6736 0.330
H -7.7809 -17.9618 -6.9975 -0.193
H -9.2077 -18.9970 -6.9794 0.513
H -7.6503 -19.5954 -6.3367 0.510

***

2.
97
Properties=species:S:1:pos:R:3:mulliken_charge:R:1 method="wB97M-V/def2-TZVPD" charge=+4 mol_weight_g_mol=881.89 e_lumo_ev="-13.3035 / -13.8028" e_tot_ha=-5053.52355 e_homo_ev="-17.42 / -17.42"
N 4.0448 -5.6418 -4.1315 0.012
C 2.9211 -5.9408 -3.4744 -0.453
C 2.0065 -4.9542 -3.0474 -0.194
C 2.3465 -3.5944 -3.2672 0.360
C 3.4237 -3.3111 -4.1440 -0.360
C 4.2849 -4.3781 -4.4795 -0.462
C 1.6503 -2.5081 -2.5139 -0.517
Pb -0.2926 -1.5774 -3.0296 1.051
P -2.6640 1.9389 -3.3147 0.243
C 1.8445 -1.0742 -2.7501 -0.579
C 1.9859 -0.1272 -1.6529 -0.136
C 2.0305 1.2499 -1.9977 -0.938
C 1.7137 2.2311 -1.1116 -1.552
C 1.3123 1.8867 0.2787 1.887
C 1.4926 0.4543 0.6458 -1.862
C 1.9040 -0.4640 -0.2736 -0.430
Br -0.5334 2.4557 0.5986 0.281
H 1.4646 -2.7987 -1.4663 0.316
H 2.1450 -0.7236 -3.7370 0.964
H 1.0825 -5.2420 -2.5238 0.262
H 3.6384 -2.3030 -4.5312 0.385
H 2.7406 -6.9957 -3.2383 0.418
H 5.2219 -4.2009 -5.0232 0.424
H 2.2418 1.5320 -3.0326 0.593
H 2.0992 -1.4986 0.0490 0.672
H 1.5558 3.2688 -1.4341 0.931
H 1.1497 0.1364 1.6386 0.409
P 2.5254 2.7613 1.4168 1.228
C -2.5958 0.1548 -3.1088 0.744
C -3.7475 -0.6081 -3.7497 -1.442
H -2.4033 -0.1126 -2.0549 -0.069
H -1.7152 0.0313 -3.7870 -0.086
H -3.5651 -1.6875 -3.6502 0.341
H -4.7227 -0.3728 -3.2962 0.372
H -3.7929 -0.3905 -4.8318 0.403
C -0.9644 2.6176 -3.1682 0.956
C -0.9205 4.1203 -3.4605 -1.511
H -0.3267 2.0693 -3.8788 0.463
H -0.6091 2.4069 -2.1470 -0.880
H 0.1135 4.4566 -3.6034 0.438
H -1.4724 4.3631 -4.3767 0.443
H -1.3555 4.6998 -2.6373 0.348
C -3.3600 2.4407 -1.6633 0.109
C -4.8257 2.8145 -1.8314 -1.385
H -2.7871 3.2985 -1.2901 0.364
H -3.2275 1.6242 -0.9419 -0.030
H -5.2247 3.2527 -0.9100 0.395
H -4.9349 3.5570 -2.6290 0.404
H -5.4311 1.9409 -2.0935 0.320
C 1.7623 2.5903 3.0376 -0.772
C 2.4450 3.3829 4.1594 -1.291
H 1.7232 1.5183 3.2959 0.460
H 0.7113 2.9071 2.9251 0.403
H 3.4632 3.0126 4.3548 0.321
H 2.4925 4.4573 3.9231 0.363
H 1.8615 3.2650 5.0863 0.419
C 2.6660 4.4547 0.8300 -0.658
C 3.8332 4.6784 -0.1501 -1.181
H 2.7704 5.1061 1.7133 0.551
H 1.7145 4.7207 0.3470 0.432
H 4.8062 4.6029 0.3582 0.382
H 3.8173 3.9561 -0.9820 0.302
H 3.7626 5.6841 -0.5908 0.408
C 4.1291 1.9384 1.2581 -0.742
C 4.4805 0.8222 2.2468 -1.134
H 4.9004 2.7231 1.2954 0.581
H 4.1569 1.5288 0.2347 0.451
H 5.5673 0.6396 2.1922 0.464
H 4.2246 1.0780 3.2854 0.235
H 3.9810 -0.1243 1.9838 0.213
C -3.2259 -0.0076 5.0801 -0.978
C -3.9181 -1.1379 4.3600 -0.617
N -3.0270 -1.9730 3.5122 0.318
C -2.0035 -2.7233 4.2610 -0.602
C -2.6285 -3.6951 5.2429 -1.323
C -2.7286 -1.4779 2.2495 0.011
O -3.1017 -0.3660 1.8673 -0.648
C -2.0368 -2.4132 1.3024 -0.072
C -2.2874 -3.7919 1.2868 0.069
C -1.8944 -4.5166 0.1674 -1.275
C -1.2829 -3.8628 -0.8994 -0.364
N -0.9915 -2.5371 -0.8581 0.011
C -1.3342 -1.8302 0.2492 -0.371
H -2.5051 -0.3791 5.8153 0.305
H -3.9800 0.5856 5.6050 0.397
H -2.7165 0.6469 4.3654 0.213
H -4.3652 -1.8367 5.0724 0.388
H -4.6969 -0.7436 3.6980 0.394
H -1.3749 -3.2655 3.5480 0.573
H -1.3618 -2.0100 4.8058 0.338
H -3.3062 -4.3950 4.7336 0.293
H -1.8266 -4.2844 5.7030 0.427
H -3.1798 -3.1847 6.0437 0.369
H -2.7910 -4.2586 2.1296 0.616
H -2.0751 -5.5856 0.0842 0.491
H -1.0248 -4.3913 -1.8237 0.547
H -1.0723 -0.7653 0.2513 0.628

***

3.
97
Properties=species:S:1:pos:R:3:mulliken_charge:R:1 method="wB97M-V/def2-TZVPD" mol_weight_g_mol=685.81 e_lumo_ev=0.2274 smiles=CCCCCCCCCCCCCCC[SiH2]P(O)Br.c1ccncc1.c1ccncc1.c1ccncc1.c1ccncc1 e_tot_ha=-4865.15919 e_homo_ev=-8.70
C -0.0853 -2.4618 1.6168 -0.828
C -1.1551 -2.8287 0.5837 -0.480
C -0.6937 -3.9336 -0.3699 -0.990
C -0.1210 -3.3996 -1.6924 -0.693
C 1.3806 -3.0785 -1.6815 -0.672
C 1.7614 -1.9862 -2.6977 -0.587
C 2.8843 -1.0471 -2.2474 -1.169
C 2.4229 0.2677 -1.5967 -0.762
C 1.1920 0.2318 -0.6943 1.150
C 0.7212 1.6769 -0.4180 -1.312
C 1.5667 2.4205 0.6270 -1.203
C 1.0195 2.3671 2.0823 -0.053
C 2.0721 1.8020 3.0217 -0.924
C 1.8606 2.1930 4.4810 -0.266
C 2.8641 1.4689 5.3849 -1.117
Si 2.4088 -0.3287 5.7371 0.402
P 0.2355 -0.8583 5.5226 0.263
O -0.3603 0.0965 4.3129 -0.321
Br -0.5767 0.0931 7.4163 -0.342
H 0.9191 -2.4789 1.2067 0.151
H -0.0967 -3.1410 2.4645 0.488
H -0.2641 -1.4600 1.9890 0.020
H -1.4578 -1.9310 0.0529 0.285
H -2.0185 -3.1927 1.1334 0.419
H -1.5659 -4.5312 -0.6313 0.391
H 0.0106 -4.5997 0.1219 0.412
H -0.6784 -2.5089 -1.9687 0.303
H -0.2962 -4.1359 -2.4744 0.448
H 1.7577 -2.8408 -0.6919 0.243
H 1.8917 -3.9809 -2.0069 0.486
H 0.8961 -1.3787 -2.9465 0.172
H 2.0695 -2.4996 -3.6044 0.506
H 3.4540 -0.7699 -3.1287 0.388
H 3.5432 -1.5757 -1.5637 0.446
H 3.2453 0.6171 -0.9750 0.238
H 2.2874 1.0365 -2.3523 0.422
H 1.4542 -0.2144 0.2636 -0.194
H 0.3532 -0.3010 -1.1333 -0.141
H 0.7641 2.1982 -1.3730 0.459
H -0.3221 1.6703 -0.1016 0.558
H 2.5812 2.0336 0.5721 0.457
H 1.6137 3.4584 0.3099 0.398
H 0.7945 3.3889 2.3505 0.365
H 0.1285 1.7465 2.0866 0.149
H 3.0184 2.2607 2.7392 0.569
H 2.2017 0.7275 2.8731 0.194
H 0.8316 2.0760 4.8078 -0.078
H 2.0768 3.2586 4.5343 0.518
H 3.0567 2.0035 6.3087 0.490
H 3.8162 1.4637 4.8550 0.420
H 2.6983 -0.6241 7.1597 -0.211
H 3.2432 -1.2762 4.9644 -0.136
H -1.3191 0.1907 4.4749 0.260
N -1.5686 4.1360 3.1143 -0.354
C -2.0422 3.6618 4.2647 -0.220
C -3.3849 3.4061 4.4976 -0.639
C -4.2884 3.6601 3.4784 -0.114
C -3.8134 4.1545 2.2748 -0.525
C -2.4500 4.3723 2.1452 -0.159
H -1.3005 3.4788 5.0360 0.466
H -3.7121 3.0193 5.4532 0.392
H -5.3456 3.4755 3.6199 0.390
H -4.4834 4.3665 1.4529 0.364
H -2.0348 4.7537 1.2180 0.390
N -4.0788 -4.5824 8.2106 -0.550
C -3.2781 -3.5179 8.2170 -0.286
C -2.2731 -3.3027 7.2862 0.252
C -2.0859 -4.2489 6.2920 -0.241
C -2.9082 -5.3640 6.2697 -0.399
C -3.8849 -5.4808 7.2470 -0.207
H -3.4572 -2.8033 9.0133 0.358
H -1.6541 -2.4169 7.3378 -0.027
H -1.3108 -4.1164 5.5473 0.419
H -2.7965 -6.1275 5.5119 0.359
H -4.5515 -6.3364 7.2649 0.343
N 0.8585 0.8017 -5.1518 -0.281
C -0.1505 1.3606 -4.4861 -0.114
C -0.7059 2.5865 -4.8178 -0.701
C -0.1830 3.2736 -5.9016 -0.192
C 0.8680 2.7091 -6.6037 -0.333
C 1.3487 1.4766 -6.1900 -0.466
H -0.5281 0.7903 -3.6425 0.452
H -1.5273 2.9902 -4.2416 0.411
H -0.5898 4.2326 -6.1955 0.386
H 1.3033 3.2086 -7.4573 0.382
H 2.1677 0.9967 -6.7154 0.444
N -0.3650 1.5125 -9.5117 -0.461
C 0.3705 1.7164 -10.6030 -0.191
C 1.0210 0.7052 -11.2932 -0.389
C 0.9051 -0.5921 -10.8211 -0.173
C 0.1461 -0.8227 -9.6855 -0.433
C -0.4666 0.2594 -9.0727 -0.185
H 0.4383 2.7469 -10.9358 0.359
H 1.6035 0.9302 -12.1760 0.355
H 1.3989 -1.4102 -11.3298 0.375
H 0.0306 -1.8190 -9.2815 0.367
H -1.0701 0.1237 -8.1815 0.383

***

4.
106
Properties=species:S:1:pos:R:3:mulliken_charge:R:1 method="wB97M-V/def2-TZVPD" charge=+1 mol_weight_g_mol=1104.32 e_lumo_ev=-3.0909 e_tot_ha=-4225.96226 e_homo_ev=-10.26
Tl 0.0754 -1.3944 0.3227 1.732
C -2.2719 -3.4859 2.1344 -0.950
N -1.3490 -2.3967 2.3777 0.374
C -0.7018 -2.3853 3.6709 -1.128
C 0.4984 -1.4870 3.6131 -0.116
N 0.9875 -0.9777 2.5183 0.493
C 2.1108 -0.2548 2.9098 -1.359
C 3.0030 0.4927 2.1458 2.349
C 4.0438 1.1204 2.8015 -0.994
C 4.1959 1.0141 4.1936 -0.799
C 3.3138 0.2815 4.9648 -1.191
C 2.2733 -0.3493 4.2920 1.164
N 1.2185 -1.1432 4.7169 -0.098
C -2.4324 -3.6664 0.6539 0.188
N -1.5077 -3.3814 -0.2201 -0.359
C -2.0362 -3.7370 -1.4616 0.404
C -1.4810 -3.6524 -2.7358 -0.536
C -2.2489 -4.0745 -3.8013 -0.713
C -3.5469 -4.5774 -3.6115 -0.539
C -4.1066 -4.6769 -2.3533 -1.146
C -3.3204 -4.2498 -1.2880 0.680
N -3.5457 -4.1887 0.0819 -0.072
H -3.2553 -3.3457 2.6009 0.396
H -1.8506 -4.4092 2.5410 0.380
H -1.7924 -1.4966 2.1851 0.017
H -0.3607 -3.3957 3.9129 0.432
H -1.3589 -2.0645 4.4889 0.490
H 2.8581 0.5924 1.0759 -0.913
H 4.7524 1.7171 2.2410 0.472
H 5.0197 1.5246 4.6746 0.442
H 3.4348 0.2028 6.0374 0.452
H 1.0172 -1.4154 5.6636 0.245
H -0.4816 -3.2572 -2.8771 0.489
H -1.8514 -4.0132 -4.8060 0.449
H -4.1197 -4.8967 -4.4723 0.406
H -5.1065 -5.0649 -2.2106 0.427
H -4.3763 -4.4831 0.5661 0.235
C 2.8670 -1.4711 -4.5171 -1.655
C 2.7980 -0.0726 -3.9032 0.930
C 4.0918 0.7082 -4.1235 -1.349
Sb 2.0836 -0.1673 -1.8586 0.889
C 2.3553 1.7879 -0.9758 2.678
C 1.6229 2.7701 -1.8756 -1.107
C 3.8314 2.0995 -0.7604 -1.088
C 3.3810 -1.8863 -1.2758 1.018
C 2.9132 -2.8584 -0.2338 -1.761
C 4.6902 -1.1905 -0.9210 -1.425
H 2.8646 -1.3855 -5.6060 0.420
H 2.0147 -2.1002 -4.2463 0.272
H 3.7859 -1.9907 -4.2396 0.469
H 1.9699 0.4630 -4.3601 0.164
H 4.9472 0.2565 -3.6159 0.226
H 4.0108 1.7479 -3.8094 0.279
H 4.3227 0.7121 -5.1924 0.477
H 1.8255 1.6922 -0.0284 -2.044
H 2.0594 2.8291 -2.8752 0.251
H 1.6978 3.7618 -1.4201 0.484
H 0.5672 2.5215 -1.9563 0.064
H 4.4053 2.1038 -1.6867 0.204
H 4.3097 1.4236 -0.0544 0.108
H 3.8940 3.1065 -0.3380 0.436
H 3.4290 -2.3481 -2.2578 0.342
H 2.6845 -2.3758 0.7178 0.251
H 3.7360 -3.5568 -0.0434 0.515
H 2.0536 -3.4460 -0.5548 0.343
H 4.6582 -0.7776 0.0877 0.226
H 4.9694 -0.3976 -1.6172 0.275
H 5.4955 -1.9298 -0.9474 0.551
Cl -1.7825 2.2571 -3.4784 -0.095
C -1.7993 0.5214 -3.8000 0.864
Cl -3.4472 -0.0841 -3.8215 -0.108
Cl -1.0510 0.1918 -5.3889 -0.143
C -0.9861 -0.1917 -2.6656 -1.607
O -1.5426 -0.8216 -1.8195 0.214
O 0.3067 0.0224 -2.8130 -0.941
C -4.4434 2.2129 1.7500 -1.388
C -4.1603 1.7498 0.3261 1.638
C -4.6150 0.3092 0.1287 -1.378
C -4.8337 2.6654 -0.6779 -1.732
O -2.7465 1.8789 0.0039 -0.043
P -1.5031 1.2639 0.7644 -1.125
O -0.2992 1.4353 -0.1072 1.660
O -1.7954 -0.1658 1.2006 -0.762
O -1.3934 2.0972 2.1209 -0.234
C -0.7635 3.3896 2.3140 1.833
C -1.1400 4.3481 1.1892 -1.347
C 0.7434 3.2052 2.3989 -1.503
C -1.3120 3.8796 3.6425 -1.760
H -5.5056 2.0820 1.9603 0.595
H -4.1931 3.2686 1.8731 0.238
H -3.8699 1.6373 2.4767 0.213
H -5.7057 0.2740 0.1392 0.572
H -4.2263 -0.3349 0.9175 0.134
H -4.2549 -0.0705 -0.8274 0.152
H -5.8946 2.7570 -0.4400 0.437
H -4.7345 2.2712 -1.6916 0.306
H -4.3813 3.6574 -0.6441 0.350
H -0.8206 3.9549 0.2221 0.074
H -0.6592 5.3139 1.3531 0.541
H -2.2208 4.4990 1.1588 0.236
H 1.1189 2.7998 1.4575 -0.156
H 0.9913 2.5089 3.2009 0.320
H 1.2298 4.1612 2.5984 0.600
H -2.3976 3.9776 3.5927 0.353
H -0.8826 4.8513 3.8905 0.403
H -1.0649 3.1725 4.4363 0.344